(1)
C16H18N4O2S as an isolated structure. Source: the Open Molecules 2025 dataset; level of theory: ωB97M-V with the def2-TZVPD basis set.

```
41
Properties=species:S:1:pos:R:3:forces:R:3
H -2.9293 0.8919 -1.7952 -0.169 -0.422 3.032
C 4.9677 -1.4671 0.1246 0.474 -4.881 1.434
H -0.5133 -1.0189 1.4002 -0.344 1.421 0.513
C -3.0485 0.9004 -0.4577 2.251 5.032 -8.422
H -2.7467 -1.7624 -2.1644 0.141 -1.449 1.715
H 1.1095 -0.9712 -0.0844 1.249 0.578 0.130
C 2.6769 -2.4160 -0.1571 5.331 10.746 2.182
C 3.9673 -2.5517 0.1825 6.313 -3.885 -2.177
H 2.0552 -3.0656 -0.1284 -7.438 -8.328 -0.112
O -0.5801 -2.5501 0.0250 3.268 -1.813 0.481
C -1.4948 3.1590 -0.1493 -0.498 -8.708 -1.000
C -2.5548 -2.5925 -1.3553 -4.478 7.569 2.687
N -2.2347 -1.0965 0.4139 0.412 -0.450 0.222
H -0.5203 1.4274 1.6578 -0.729 -0.491 0.174
H -3.9643 0.0117 1.2639 0.711 -1.702 -3.139
H -2.2665 1.6933 1.9953 1.372 -2.143 -1.985
H -4.1675 -0.9010 -0.5115 -2.546 -2.094 -1.803
H -2.1925 -3.2983 -1.7984 4.564 -7.966 -5.123
H -3.5046 -3.0116 -0.9521 0.414 0.818 -0.106
C -1.4687 -0.4413 1.5293 -1.373 -3.280 -0.590
N -0.1218 3.2787 -0.2649 -4.923 12.680 0.489
C 2.2187 -1.0686 0.0010 1.456 0.149 -2.698
C 4.4425 -0.2331 0.1968 8.472 4.056 -3.068
C -3.4036 -0.4346 -0.0775 1.151 3.516 8.611
H 5.1803 0.7268 -0.1835 -1.478 -2.634 2.022
H -0.7687 1.0939 -0.6707 1.159 -0.901 -1.182
H 6.1190 -1.7439 0.1293 -2.779 0.831 0.159
S 2.5322 3.6900 -0.0900 2.290 0.216 0.250
N 1.2781 1.5398 -0.2335 -0.899 1.813 1.957
H -1.9438 -0.8522 2.4828 0.550 1.098 -0.923
C 3.2390 0.0657 -0.1314 -10.656 -5.946 2.373
H -0.0709 4.4348 -0.1161 -0.001 -2.964 -0.996
C 2.5587 1.2859 0.0199 1.331 1.309 -2.998
C 1.0785 2.9118 -0.1035 3.739 -8.294 -0.773
C -1.6329 -2.1153 -0.2667 -4.216 1.832 -0.603
H 4.4691 -3.8447 0.0650 -1.496 4.218 0.667
O -2.4551 3.8424 -0.3263 1.548 1.311 0.490
H -3.7051 1.8469 -0.5819 0.352 -2.024 1.450
N 3.4605 2.1965 -0.0833 -0.601 5.264 1.151
C -1.5098 1.0232 1.2771 2.316 3.019 6.398
C -1.5547 1.4165 -0.0813 -6.241 2.900 -0.890
```
Forces are in eV/Å.

Its spin multiplicity is 1. The calculation puts the HOMO energy at -0.3112 Eh. The value obtained for the energy above the lowest of the compared OMol25 structures with the same formula, charge and spin is 14.2756 eV. Its LUMO energy is -0.18 eV. The max |F| is 0.265 hartree/bohr.

Results of the Löwdin charge analysis, in e, for atoms 1 through 2: number 1, H, carries 0.1745; number 2, C, carries -0.0873

(2)
C11H14NO7Pt as an isolated structure. Source: the Open Molecules 2025 dataset; level of theory: ωB97M-V with the def2-TZVPD basis set.

```
34
Properties=species:S:1:pos:R:3:forces:R:3
C -3.0251 -1.3557 -0.2842 -0.063 0.005 -0.026
H -4.0222 -3.2730 -0.6018 0.010 0.003 -0.006
C 2.8402 -0.4602 -0.9033 0.019 0.119 -0.085
N 0.2431 0.6199 -2.1976 -0.186 0.064 0.155
H 1.5125 0.6714 -3.8861 0.052 0.045 0.016
C -2.7405 1.1399 0.3023 0.017 -0.040 -0.196
C -1.0439 -0.0147 2.5183 -0.055 -0.021 0.038
H 0.0308 1.6037 -2.3411 0.039 0.000 -0.137
O -1.6722 -1.8013 -0.2703 -0.013 -0.007 -0.010
H -0.6267 -2.4886 1.3837 0.021 0.027 -0.035
H 3.5963 0.5143 -2.6514 0.000 -0.012 -0.011
C -1.6271 -2.1567 1.1188 0.000 -0.033 0.032
H -3.2967 -1.0165 -1.2825 0.012 0.002 -0.001
H -3.1099 -3.3791 2.1916 0.001 0.007 -0.003
H -2.7188 -1.2097 2.7292 -0.056 -0.023 -0.029
C -3.0716 -0.2685 0.8041 0.046 0.053 0.114
O 3.7407 -1.2854 -0.9727 0.065 0.049 0.064
O -0.0047 0.3525 1.8446 0.026 0.119 -0.038
O -3.5604 2.0237 0.4864 -0.036 -0.001 -0.062
H 1.4354 -0.8709 -3.0319 -0.032 0.009 -0.032
C 2.6921 0.5581 -2.0473 -0.059 -0.054 0.009
O 1.9861 -0.3888 0.0585 -0.139 -0.131 -0.017
H -0.5620 0.0943 -2.5237 -0.009 0.036 -0.049
H 2.5744 1.5652 -1.6395 0.023 0.011 -0.011
H -2.3612 -4.1682 0.7947 -0.008 -0.007 0.002
O -1.6574 1.3251 -0.3988 0.048 0.056 0.044
Pt 0.1519 0.4514 -0.1528 0.063 -0.192 0.132
C 1.4768 0.2109 -2.8956 0.030 -0.058 0.087
C -2.1261 -0.8998 1.8712 0.112 -0.035 -0.045
H -4.7155 -2.3307 0.7228 -0.005 -0.011 -0.007
O -1.1941 0.2549 3.7022 0.038 -0.021 0.009
C -2.7342 -3.2197 1.1812 0.002 -0.002 -0.007
C -3.7853 -2.5993 0.2216 0.011 0.020 0.030
H -4.0833 -0.1849 1.1958 0.024 0.023 0.074
```
Forces are in eV/Å.

As for the charge: -1. Its spin multiplicity is 1. The calculation puts the HOMO energy at -0.1951 Eh. The value obtained for the energy above the lowest of the compared OMol25 structures with the same formula, charge and spin is 0.0000 eV. Its LUMO energy is 2.44 eV. The max |F| is 0.005 hartree/bohr.

Results of the Löwdin charge analysis, in e, for atoms 1 through 2: number 1, C, carries -0.2732; number 2, H, carries 0.1037

(3)
A single C3H5N2PS molecule. Source: the Open Molecules 2025 dataset; level of theory: ωB97M-V with the def2-TZVPD basis set.

```
12
Properties=species:S:1:pos:R:3:forces:R:3
H -0.5431 -0.1652 -1.7277 0.731 0.096 1.475
P -0.8772 -0.8939 0.5858 -0.851 0.537 0.672
C 1.1741 0.4504 1.7328 0.612 -1.716 3.360
H -1.8607 0.2721 0.5864 1.211 -1.103 -0.242
S 2.4820 0.5208 2.7667 -0.593 -0.273 -0.290
C 0.1704 -0.2450 -0.8221 -2.055 -0.760 -1.871
C 0.6666 1.0416 -0.4384 0.566 -0.361 2.835
H -0.1045 -0.7656 2.8961 0.413 -0.189 0.169
N 0.1014 -0.4364 1.9720 0.309 1.334 -2.796
N 1.1317 1.3072 0.7163 -0.444 0.814 -1.365
H 0.9624 -0.8064 -1.2928 0.390 -0.982 0.620
H 0.5942 1.8690 -1.0049 -0.289 2.605 -2.567
```
Forces are in eV/Å.

Its spin multiplicity is 1. The calculation puts the HOMO energy at -0.3010 Eh. The value obtained for the energy above the lowest of the compared OMol25 structures with the same formula, charge and spin is 0.5021 eV. Its LUMO energy is -0.24 eV. The max |F| is 0.074 hartree/bohr.

Results of the Löwdin charge analysis, in e, for atoms 1 through 2: number 1, H, carries 0.1104; number 2, P, carries 0.8994

Repeat the first record exactly.
C16H18N4O2S as an isolated structure. Source: the Open Molecules 2025 dataset; level of theory: ωB97M-V with the def2-TZVPD basis set.

```
41
Properties=species:S:1:pos:R:3:forces:R:3
H -2.9293 0.8919 -1.7952 -0.169 -0.422 3.032
C 4.9677 -1.4671 0.1246 0.474 -4.881 1.434
H -0.5133 -1.0189 1.4002 -0.344 1.421 0.513
C -3.0485 0.9004 -0.4577 2.251 5.032 -8.422
H -2.7467 -1.7624 -2.1644 0.141 -1.449 1.715
H 1.1095 -0.9712 -0.0844 1.249 0.578 0.130
C 2.6769 -2.4160 -0.1571 5.331 10.746 2.182
C 3.9673 -2.5517 0.1825 6.313 -3.885 -2.177
H 2.0552 -3.0656 -0.1284 -7.438 -8.328 -0.112
O -0.5801 -2.5501 0.0250 3.268 -1.813 0.481
C -1.4948 3.1590 -0.1493 -0.498 -8.708 -1.000
C -2.5548 -2.5925 -1.3553 -4.478 7.569 2.687
N -2.2347 -1.0965 0.4139 0.412 -0.450 0.222
H -0.5203 1.4274 1.6578 -0.729 -0.491 0.174
H -3.9643 0.0117 1.2639 0.711 -1.702 -3.139
H -2.2665 1.6933 1.9953 1.372 -2.143 -1.985
H -4.1675 -0.9010 -0.5115 -2.546 -2.094 -1.803
H -2.1925 -3.2983 -1.7984 4.564 -7.966 -5.123
H -3.5046 -3.0116 -0.9521 0.414 0.818 -0.106
C -1.4687 -0.4413 1.5293 -1.373 -3.280 -0.590
N -0.1218 3.2787 -0.2649 -4.923 12.680 0.489
C 2.2187 -1.0686 0.0010 1.456 0.149 -2.698
C 4.4425 -0.2331 0.1968 8.472 4.056 -3.068
C -3.4036 -0.4346 -0.0775 1.151 3.516 8.611
H 5.1803 0.7268 -0.1835 -1.478 -2.634 2.022
H -0.7687 1.0939 -0.6707 1.159 -0.901 -1.182
H 6.1190 -1.7439 0.1293 -2.779 0.831 0.159
S 2.5322 3.6900 -0.0900 2.290 0.216 0.250
N 1.2781 1.5398 -0.2335 -0.899 1.813 1.957
H -1.9438 -0.8522 2.4828 0.550 1.098 -0.923
C 3.2390 0.0657 -0.1314 -10.656 -5.946 2.373
H -0.0709 4.4348 -0.1161 -0.001 -2.964 -0.996
C 2.5587 1.2859 0.0199 1.331 1.309 -2.998
C 1.0785 2.9118 -0.1035 3.739 -8.294 -0.773
C -1.6329 -2.1153 -0.2667 -4.216 1.832 -0.603
H 4.4691 -3.8447 0.0650 -1.496 4.218 0.667
O -2.4551 3.8424 -0.3263 1.548 1.311 0.490
H -3.7051 1.8469 -0.5819 0.352 -2.024 1.450
N 3.4605 2.1965 -0.0833 -0.601 5.264 1.151
C -1.5098 1.0232 1.2771 2.316 3.019 6.398
C -1.5547 1.4165 -0.0813 -6.241 2.900 -0.890
```
Forces are in eV/Å.

Its spin multiplicity is 1. The calculation puts the HOMO energy at -0.3112 Eh. The value obtained for the energy above the lowest of the compared OMol25 structures with the same formula, charge and spin is 14.2756 eV. Its LUMO energy is -0.18 eV. The max |F| is 0.265 hartree/bohr.

Results of the Löwdin charge analysis, in e, for atoms 1 through 2: number 1, H, carries 0.1745; number 2, C, carries -0.0873

Look up the spin multiplicity of the first one. 1

Which of these has the lowest HOMO? C16H18N4O2S